C35H27BCoF7GeN5O3S as an isolated structure. Source: OMol25; level of theory: the ωB97M-V functional and the def2-TZVPD basis.

```
81
Properties=species:S:1:pos:R:3:forces:R:3:lowdin_charge:R:1
Co -12.897868 -6.822641 -17.313585 -0.1 -0.1 -0.3 0.691
C -18.032103 -5.116679 -18.800908 2.2 1.8 -1.0 -0.101
C -17.550099 -5.282698 -17.511139 0.9 -0.4 -1.0 -0.080
C -16.138133 -5.385086 -17.240579 -3.0 0.8 0.1 -0.016
C -15.255893 -5.223166 -18.282726 -0.2 0.4 -0.3 -0.277
C -15.664890 -4.858503 -19.588860 -0.3 0.3 -1.0 -0.025
C -17.048161 -4.827660 -19.844633 -0.1 -0.8 2.5 -0.086
N -13.896469 -5.271513 -17.985906 0.2 -1.6 0.8 -0.069
N -13.228475 -4.329197 -18.536960 1.0 1.9 -0.6 0.042
C -11.891313 -4.432908 -18.378467 -1.4 -0.5 -1.1 -0.318
C -11.057626 -3.401793 -18.897846 -0.6 -1.2 1.1 -0.015
C -9.743236 -3.601006 -18.712430 1.4 0.1 0.2 -0.097
C -9.253490 -4.744052 -18.034653 0.6 0.5 0.3 -0.082
C -10.108331 -5.743566 -17.711661 -1.7 0.2 -0.9 -0.088
N -11.454832 -5.635013 -17.943888 1.4 0.4 1.0 0.047
H -19.049569 -4.739665 -19.002874 0.4 -0.9 0.2 0.092
H -18.315673 -5.322404 -16.766242 0.1 -0.1 0.9 0.087
H -15.887318 -5.309719 -16.183360 0.6 -0.6 -0.5 0.113
H -14.827875 -4.502477 -20.328612 -2.0 -1.0 1.4 0.135
H -17.514557 -4.549084 -20.741684 0.1 0.4 -1.5 0.061
H -11.554160 -2.535538 -19.262783 0.0 0.5 -0.5 0.100
H -8.970455 -2.932919 -19.057590 -0.1 0.5 -0.1 0.097
H -8.225332 -4.719669 -17.667527 -0.2 -0.5 -0.5 0.098
H -9.826686 -6.718634 -17.442930 0.6 -0.9 1.0 0.087
F -10.860350 -2.685643 -13.502864 1.2 -0.2 1.8 0.079
C -10.402089 -2.800914 -12.185999 1.4 0.1 -2.5 -0.462
F -9.163546 -3.529262 -12.210271 -2.7 1.3 0.0 0.054
F -10.061618 -1.538566 -11.802883 -0.1 -1.0 -0.2 0.105
C -11.467311 -3.371317 -11.339544 -1.5 -1.5 0.9 -0.115
C -11.881395 -2.651448 -10.234502 0.1 -0.3 0.3 -0.004
C -12.851068 -3.193646 -9.390373 -0.3 -0.8 0.9 -0.057
C -13.358780 -4.464211 -9.607104 2.1 0.9 -1.9 -0.110
N -12.894194 -5.215591 -10.628279 -1.4 0.4 -0.2 0.064
C -12.125773 -4.660086 -11.534294 2.3 -0.1 -0.6 -0.539
S -11.698797 -5.701431 -13.001660 0.0 1.0 1.0 0.736
H -11.414888 -1.701591 -10.015749 -0.1 0.0 0.1 0.119
H -13.124589 -2.823721 -8.407744 0.0 0.9 -0.4 0.101
H -14.125266 -4.860046 -9.009993 -0.7 -0.7 0.9 0.093
O -11.060755 -9.978312 -17.988561 -0.4 -0.7 -0.5 0.066
N -11.728180 -8.988728 -17.906925 1.0 2.8 0.9 -0.481
O -12.247111 -8.344537 -18.880823 0.2 -1.4 1.5 -0.025
O -11.736148 -8.348910 -16.718440 -0.9 -0.3 -2.0 -0.116
C -8.908097 -5.294130 -7.987237 1.6 1.1 -0.6 -0.093
C -8.112997 -5.231717 -9.174173 2.3 1.9 2.3 -0.103
C -8.465519 -5.911416 -10.276423 -0.6 -0.3 -3.0 -0.168
C -9.650156 -6.607585 -10.369085 -2.0 -1.2 2.6 -0.296
C -10.421275 -6.803630 -9.154153 1.0 1.2 -1.0 -0.069
C -10.017805 -6.110822 -7.984164 -0.4 -1.1 -0.6 -0.108
Ge -10.265618 -7.208573 -12.082938 -1.4 -1.1 -1.4 0.806
C -8.991721 -7.445795 -13.525008 1.5 -2.7 -1.1 -0.278
C -7.920701 -6.653487 -13.932465 -0.1 1.9 -0.1 -0.149
C -7.165191 -6.851225 -15.089750 -0.2 -1.1 0.1 -0.093
C -7.479801 -7.975868 -15.921584 0.2 1.6 0.5 -0.084
C -8.554562 -8.785492 -15.573318 0.3 0.1 0.6 -0.096
C -9.111270 -8.679147 -14.296324 -0.2 2.1 0.6 -0.069
C -11.317440 -8.914760 -12.103233 -0.4 -0.5 0.4 -0.258
C -10.875642 -9.814617 -11.066104 0.5 2.8 -2.1 -0.175
C -11.583792 -10.887370 -10.812401 -3.1 -3.1 -0.5 -0.125
C -12.745889 -11.243712 -11.615967 1.8 -1.1 2.4 -0.082
C -13.256476 -10.405862 -12.554137 1.7 0.5 0.1 -0.072
C -12.479737 -9.256762 -12.873597 1.2 0.2 1.5 -0.044
H -8.613436 -4.635817 -7.123417 -0.4 -1.1 -0.8 0.112
H -7.099297 -4.639999 -9.236007 -2.3 -1.0 0.5 0.140
H -7.994482 -5.824405 -11.272150 0.6 0.2 1.0 0.085
H -11.364909 -7.361776 -9.136752 0.5 0.1 -0.2 0.104
H -10.549469 -6.321868 -7.065154 -0.2 0.3 0.0 0.095
H -7.654342 -5.713796 -13.400895 -0.5 -0.7 -0.2 0.092
H -6.387101 -6.074538 -15.222271 -0.3 -1.0 -0.5 0.101
H -6.909800 -8.216934 -16.813701 -0.2 0.4 -0.1 0.096
H -9.033818 -9.448906 -16.286896 0.6 -0.6 0.2 0.097
H -9.633629 -9.524398 -13.890006 -0.9 0.1 -0.2 0.088
H -9.899165 -9.751668 -10.633598 0.3 0.8 0.6 0.096
H -11.322839 -11.507502 -9.971636 0.2 -0.6 -0.1 0.091
H -13.035540 -12.299465 -11.447133 -0.7 0.9 -0.1 0.102
H -14.160012 -10.672873 -13.034784 -0.5 0.1 -0.9 0.091
H -12.755113 -8.722576 -13.758570 -0.2 0.7 0.0 0.074
F -14.538788 -9.080796 -14.948654 0.0 0.9 0.2 0.088
B -14.944185 -7.921798 -15.670601 3.4 -1.5 0.2 -1.211
F -14.534381 -8.293301 -17.027139 0.0 1.5 0.1 0.060
F -16.214218 -7.716377 -15.515458 -2.9 0.7 0.1 0.250
F -14.159561 -6.709595 -15.295204 -0.3 -1.4 -0.6 0.004
```
Forces are in eV/Å.

As for the HOMO energy (spin up / spin down): -3.952 / -5.959 eV. For the calculated total energy, the calculation gives -175005.559 eV. The calculation puts the largest force on an atom at 4.398 eV/A. The calculation puts the lowest unoccupied orbital energy (spin up / spin down) at 2.067 / 2.067 eV. For the molar mass, the calculation gives 873.0 g/mol. The energy above the lowest of the compared OMol25 structures with the same formula, charge and spin comes out at 64.9 kcal/mol. Its multiplicity is 3. The charge is -1. The value obtained for the HOMO-LUMO gap (spin up / spin down) is 0.2212 / 0.2950 Eh.

***

A 2-piece molecular cluster, C2H6S2 overall. Source: OMol25; level of theory: the ωB97M-V functional and the def2-TZVPD basis.

```
10
Properties=species:S:1:pos:R:3:forces:R:3:lowdin_charge:R:1
S 2.085290 -0.841217 -0.670505 0.0 1.1 0.5 0.226
S 0.982657 -2.554890 -0.796992 -0.1 0.1 0.1 0.234
H 1.117005 0.133693 -0.586478 0.5 -0.8 -0.2 -0.231
H 1.340200 -2.691242 -2.066058 -0.3 -0.4 -0.4 -0.226
C -0.859923 1.399218 0.171009 -1.0 1.6 1.2 -0.090
C -0.932946 0.410014 1.096928 -1.4 1.5 -0.3 -0.083
H -0.241968 1.445556 -0.680876 2.0 0.3 -0.2 -0.007
H -1.378695 2.432124 0.313598 -0.8 -2.5 -0.9 0.092
H -0.183151 0.095553 1.777630 1.4 -1.7 -0.9 0.045
H -1.928468 0.171193 1.441744 -0.3 0.9 1.1 0.040
```
Forces are in eV/Å.

As for the HOMO energy: -8.791 eV. For the calculated total energy, the calculation gives -23838.612 eV. The calculation puts the largest force on an atom at 2.784 eV/A. The calculation puts the lowest unoccupied orbital energy at 0.279 eV. For the molar mass, the calculation gives 94.2 g/mol. The energy above the lowest of the compared OMol25 structures with the same formula, charge and spin comes out at 73.8 kcal/mol. Its multiplicity is 1. As for the SMILES: C=C.SS. The charge is 0. The value obtained for the HOMO-LUMO gap is 0.3333 Eh.

***

A single C7H9O5P molecule. Source: OMol25; level of theory: the ωB97M-V functional and the def2-TZVPD basis.

```
22
Properties=species:S:1:pos:R:3:forces:R:3:lowdin_charge:R:1
O -1.922298 2.198686 1.780705 -0.3 0.0 0.2 -0.267
P -0.936632 1.294273 1.196466 0.1 -0.1 -0.5 0.448
O -0.830264 1.464843 -0.415364 0.2 -0.4 0.6 -0.119
H -1.484834 2.110163 -0.682251 -0.3 0.3 -0.2 0.078
O 0.539427 1.529347 1.708246 -0.3 -0.1 0.1 -0.096
H 1.176466 0.887587 1.350408 0.3 -0.1 -0.1 0.046
C -1.222656 -0.524222 1.423719 -0.3 0.9 0.2 -0.197
O -0.075091 -1.246579 1.055244 0.5 -0.3 -0.3 -0.073
C 0.226497 -1.233904 -0.291367 0.4 -0.1 -0.2 -0.242
C -0.616726 -1.779868 -1.246476 0.1 0.0 0.2 -0.006
C -0.250191 -1.798712 -2.580733 -0.1 0.0 -0.1 -0.081
C 0.968299 -1.275332 -2.970645 0.0 0.0 0.0 -0.083
C 1.820093 -0.728762 -2.026870 0.0 0.0 0.1 -0.015
C 1.456947 -0.697334 -0.690519 -0.3 -0.3 -0.1 -0.241
O 2.261434 -0.141722 0.269524 0.1 0.0 0.1 0.052
H 3.072124 0.185604 -0.138949 -0.1 0.0 0.0 0.128
H 2.771035 -0.309626 -2.327658 0.1 0.0 0.0 0.117
H 1.259783 -1.287449 -4.009380 0.0 0.0 -0.1 0.105
H -0.917554 -2.226134 -3.312734 -0.1 0.0 -0.1 0.104
H -1.562040 -2.199133 -0.936753 -0.1 0.0 0.1 0.122
H -1.376646 -0.703931 2.488735 0.0 0.0 -0.1 0.116
H -2.118548 -0.835937 0.878204 0.0 0.1 0.0 0.106
```
Forces are in eV/Å.

As for the HOMO energy: -9.019 eV. For the calculated total energy, the calculation gives -26933.535 eV. The calculation puts the largest force on an atom at 1.001 eV/A. The calculation puts the lowest unoccupied orbital energy at 0.494 eV. For the molar mass, the calculation gives 204.1 g/mol. The energy above the lowest of the compared OMol25 structures with the same formula, charge and spin comes out at 0.0 kcal/mol. Its multiplicity is 1. As for the SMILES: O=P(O)(O)COc1ccccc1O. The charge is 0. The value obtained for the HOMO-LUMO gap is 0.3496 Eh.

***

A 10-piece molecular cluster, C23H70N14O10 overall. Source: OMol25; level of theory: the ωB97M-V functional and the def2-TZVPD basis.

```
117
Properties=species:S:1:pos:R:3:forces:R:3:lowdin_charge:R:1
C -2.030810 -3.000024 -4.247989 0.3 0.2 -0.3 -0.081
C -1.929537 -1.816985 -3.302771 -1.2 -0.1 -1.0 -0.305
O -3.202732 -1.495120 -2.727450 0.2 -0.1 1.3 -0.113
H -2.366969 -3.952038 -3.836120 0.4 0.1 0.6 0.076
H -1.005836 -3.059655 -4.624865 -0.2 -0.6 -0.5 0.080
H -2.745543 -2.846702 -5.061641 0.3 0.5 -0.2 0.074
H -1.646434 -0.911682 -3.847313 0.6 -0.3 -0.1 0.102
H -1.181784 -2.052537 -2.547664 -0.4 0.3 0.4 0.090
H -3.884248 -1.476119 -3.401863 0.2 -0.1 -0.2 0.084
C 0.629641 -0.565065 0.005786 -1.7 0.1 0.6 -0.615
O 0.370930 -1.421531 0.875701 0.6 0.1 -0.6 -0.056
N -0.382001 -0.036779 -0.750244 0.5 -0.2 0.1 0.197
N 1.834954 -0.033104 -0.175817 1.0 -0.5 0.2 0.195
H -0.227382 0.867668 -1.164891 -0.3 0.0 -0.2 0.087
H -1.307206 -0.308938 -0.467003 -0.1 0.2 -0.1 0.096
H 2.073461 0.424200 -1.043395 -0.1 0.2 0.1 0.070
H 2.561288 -0.486620 0.367214 0.3 -0.1 -0.3 0.071
C -1.795642 -1.874520 3.753981 -1.7 0.7 0.2 -0.688
O -2.672992 -1.642319 4.592162 0.7 -0.3 -0.3 -0.012
N -1.976758 -1.693920 2.419216 0.5 0.0 0.2 0.157
N -0.566193 -2.340722 4.075348 0.7 -0.3 0.3 0.159
H -1.136983 -1.670156 1.853237 -0.4 0.1 -0.3 0.028
H -2.846543 -1.328139 2.071534 0.0 -0.2 0.0 0.063
H 0.128709 -2.469772 3.362337 0.1 0.0 0.1 0.063
H -0.314570 -2.402204 5.043740 0.0 0.0 0.0 0.101
C 3.299409 2.656543 -1.916822 -1.0 -3.0 0.7 -0.624
O 2.128465 2.214784 -1.991342 0.7 1.2 -0.4 -0.061
N 4.021288 3.122797 -2.945370 0.1 0.9 -0.8 0.186
N 4.008867 2.329378 -0.802935 0.3 1.0 -0.8 0.173
H 3.601751 3.355848 -3.829948 -0.3 -0.2 0.2 0.121
H 4.966784 3.434028 -2.822366 0.0 0.0 0.1 0.107
H 3.480753 2.049473 0.017785 0.3 0.3 0.4 0.062
H 4.889811 2.813303 -0.782512 0.2 -0.3 1.0 0.098
C -0.944846 -4.859547 -0.258487 -0.7 0.8 1.5 -0.668
O -1.209052 -6.045880 -0.365181 0.4 0.3 -0.4 0.022
N -1.912555 -3.887627 -0.157454 -1.0 -0.4 -0.6 0.166
N 0.298877 -4.331680 -0.022882 0.3 -1.0 -0.7 0.153
H -2.867314 -4.172334 -0.017783 0.1 -0.2 -0.2 0.074
H -1.781461 -2.896211 -0.144889 0.5 0.0 0.2 0.050
H 0.980899 -5.050672 0.157169 0.2 0.4 0.0 0.097
H 0.374639 -3.401338 0.356274 0.2 0.0 0.1 0.044
C 0.991218 0.655639 -4.933723 -0.6 -0.6 0.1 -0.687
O 0.413167 0.117884 -5.873573 0.4 0.6 0.2 0.009
N 2.289953 0.357962 -4.612129 0.2 -0.2 -0.5 0.149
N 0.413814 1.551748 -4.081778 -0.1 -0.2 -0.3 0.153
H 2.682409 -0.380585 -5.171191 0.2 -0.1 0.4 0.101
H 2.649400 0.591861 -3.706284 0.2 -0.1 0.0 0.062
H -0.366115 2.050416 -4.483761 -0.2 0.1 0.5 0.075
H 0.931609 1.836462 -3.248603 -0.4 0.5 -0.6 0.032
C -2.078818 3.726621 -2.081886 0.6 -0.2 0.4 -0.069
C -2.709129 4.439998 -3.270124 0.3 0.2 0.2 -0.428
C -2.840555 5.956465 -3.064501 -0.3 -0.4 1.6 -0.183
O -3.479371 6.171822 -1.800061 -0.5 0.8 -0.2 -0.197
C -4.808864 6.639240 -1.842917 -0.8 -0.4 0.0 -0.118
N -1.823351 4.167205 -4.401652 0.9 0.7 -0.5 0.026
H -1.981427 2.667055 -2.329160 0.0 0.0 -0.1 0.067
H -2.555445 3.787110 -1.104941 -0.5 0.3 -0.3 0.078
H -1.063527 4.105043 -1.911563 0.0 0.0 -0.1 0.080
H -3.672034 3.946179 -3.425426 -0.2 0.4 -0.3 0.142
H -3.348524 6.483325 -3.876319 -0.2 -0.2 -0.1 0.119
H -1.874130 6.444891 -2.902632 0.3 -0.4 -0.5 0.127
H -5.530108 5.815505 -1.796421 0.1 -0.2 -0.1 0.084
H -5.067746 7.206787 -2.740632 0.4 0.1 -0.1 0.081
H -5.057604 7.265545 -0.986029 0.5 0.1 0.1 0.083
H -1.909858 4.906398 -5.101800 -0.7 -0.4 -0.3 0.074
H -0.891383 4.440852 -4.078992 0.1 -0.6 0.2 0.067
C 5.364270 1.921817 2.468279 0.1 0.6 -0.7 -0.066
C 4.057403 1.731540 3.222660 -0.2 0.4 0.1 -0.397
C 3.939931 2.566247 4.528440 -0.2 -0.2 -0.2 -0.187
O 4.282926 3.929018 4.386788 0.4 -0.3 -0.4 -0.181
C 3.420556 4.793614 3.661062 -0.3 0.1 1.3 -0.108
N 2.965854 2.028123 2.274798 0.4 -0.8 -0.2 0.053
H 5.337659 2.892329 1.959241 0.2 0.4 0.7 0.071
H 5.437439 1.312986 1.562721 -0.1 -0.7 0.4 0.052
H 6.276944 1.822819 3.052066 -0.1 0.0 0.1 0.087
H 3.933292 0.681667 3.500897 0.1 0.0 0.1 0.117
H 4.537821 2.166914 5.349818 0.6 0.1 -0.3 0.125
H 2.931974 2.461776 4.950415 -0.3 0.1 -0.4 0.125
H 3.404145 5.678380 4.298767 -0.1 0.3 -0.5 0.092
H 2.394392 4.415873 3.636874 0.0 -0.1 0.0 0.085
H 3.735022 5.056128 2.649417 0.3 -0.2 0.0 0.085
H 2.677933 2.991081 2.302368 -0.3 0.0 0.1 0.045
H 2.208222 1.384498 2.456436 -0.4 0.4 -0.1 0.080
C -5.604598 -3.591653 -0.243472 0.5 -0.5 -0.1 -0.049
C -5.595163 -2.113639 0.183912 -0.1 -0.1 -2.4 -0.419
C -6.356107 -1.820113 1.459515 1.0 -0.3 -0.3 -0.223
O -7.705716 -2.080384 1.221740 -0.7 -0.1 0.0 -0.170
C -8.491074 -2.229762 2.383467 0.3 -0.6 0.7 -0.107
N -4.256279 -1.535863 0.190788 0.9 0.3 1.4 0.031
H -4.760647 -3.808142 -0.906472 0.1 0.3 0.0 0.058
H -6.464476 -3.836539 -0.866830 -0.3 0.2 0.3 0.076
H -5.540273 -4.348239 0.541986 -0.1 0.3 0.3 0.082
H -6.067919 -1.658841 -0.698593 -0.8 0.3 0.5 0.132
H -6.180650 -0.780387 1.765169 -0.1 0.0 0.1 0.129
H -5.908219 -2.481069 2.213076 -0.3 0.1 0.3 0.137
H -9.494961 -1.832059 2.252661 0.1 0.3 -0.2 0.083
H -7.997564 -1.808986 3.263795 -0.2 0.5 -0.1 0.086
H -8.624319 -3.278286 2.676787 0.1 -0.2 -0.4 0.085
H -3.725146 -1.613624 -0.670108 -0.6 -0.4 -0.3 0.030
H -4.318717 -0.539466 0.371929 -0.1 0.0 0.0 0.076
C 2.900449 -2.458877 2.932542 0.9 1.4 0.0 -0.055
C 4.380628 -2.382567 2.445894 -1.3 0.4 0.6 -0.409
C 4.905075 -3.760076 2.095667 0.7 0.8 -1.1 -0.195
O 6.251994 -3.565096 1.692199 0.8 0.2 0.9 -0.207
C 7.015372 -4.743024 1.586205 -0.2 -0.3 -0.7 -0.112
N 4.414587 -1.405543 1.357183 0.1 -0.4 -1.1 0.053
H 2.212918 -2.329244 2.095289 0.0 -1.0 -0.2 0.043
H 2.693830 -1.503260 3.432547 0.1 -0.2 0.5 0.064
H 2.710354 -3.267261 3.633694 -0.2 -0.1 -0.2 0.080
H 5.027078 -1.976038 3.230597 -0.1 -0.5 0.4 0.135
H 4.428954 -4.186992 1.204448 -0.7 -0.2 0.4 0.138
H 4.822624 -4.390866 2.984079 0.0 -0.2 -0.1 0.130
H 6.909662 -5.423635 2.435116 -0.2 0.1 0.1 0.087
H 8.074935 -4.517802 1.477894 -0.1 0.4 0.1 0.085
H 6.707324 -5.255703 0.667154 0.1 -0.3 0.1 0.089
H 5.236276 -1.551185 0.779886 0.0 0.0 0.1 0.081
H 4.465222 -0.450042 1.680846 0.0 -0.1 0.3 0.027
```
Forces are in eV/Å.

As for the HOMO energy: -8.647 eV. For the calculated total energy, the calculation gives -66325.086 eV. The calculation puts the largest force on an atom at 3.241 eV/A. The calculation puts the lowest unoccupied orbital energy at -0.210 eV. For the molar mass, the calculation gives 702.9 g/mol. The energy above the lowest of the compared OMol25 structures with the same formula, charge and spin comes out at 2.7 kcal/mol. Its multiplicity is 1. As for the SMILES: COC[C@H](C)N.COC[C@H](C)N.COC[C@H](C)N.COC[C@H](C)N.NC(N)=O.NC(N)=O.NC(N)=O.NC(N)=O.NC(N)=O.CCO. The charge is 0. The value obtained for the HOMO-LUMO gap is 0.3101 Eh.